The following is a DFT calculation (wB97M-V/def2-TZVPD) of one molecule with the formula C8H10.

Computed properties:
- HOMO-LUMO gap (eV) = 10.02
- energy relative to the best compared isomer or geometry (same formula, charge and spin) (kJ/mol) = 72.7
- SMILES = CCc1ccccc1
- E_LUMO (eV) = 1.076
- E_HOMO (eV) = -8.946

```
! wB97M-V def2-TZVPD RIJCOSX def2/J DEFGRID3
* xyz 0 1
C -1.0847 0.2831 -2.5576
C -0.1283 1.1067 -1.6822
C 0.1634 0.4621 -0.3388
C 0.4640 -0.9156 -0.3415
C 0.6208 -1.6044 0.8537
C 0.3153 -0.9835 2.0710
C 0.0166 0.3640 2.0851
C -0.0570 1.0666 0.8825
H -0.7149 -0.6783 -2.9082
H -2.0504 -0.0328 -2.1400
H -1.3130 0.9703 -3.3796
H 0.8011 1.0857 -2.2620
H -0.3404 2.1768 -1.6740
H 0.9182 -1.4266 -1.1837
H 1.2793 -2.4575 0.7510
H 0.2030 -1.4937 3.0215
H -0.2001 0.9654 2.9591
H -0.2381 2.1365 0.9304
*
```